A structure of composition C27H35FN4P2Zr at a distorted geometry. Source: the OMol25 dataset; level of theory: ωB97M-V/def2-TZVPD.

```
! wB97M-V def2-TZVPD RIJCOSX def2/J DEFGRID3
* xyz 2 1
Zr -0.24907 1.39553 -2.12404
C -1.83877 1.75093 -7.00262
C -1.97169 0.44027 -6.79380
C -1.08774 -0.63549 -7.33620
C 0.40215 -0.27626 -7.47743
C 1.01482 0.54487 -6.36229
C 0.83832 1.85276 -6.12835
C 0.43632 2.78284 -7.23434
C -0.86958 2.37461 -7.94333
C 1.00560 1.61026 -0.14638
H -2.54856 2.47412 -6.60522
H -2.92314 0.05492 -6.42153
H -1.48239 -0.89539 -8.33479
H -1.18662 -1.54434 -6.71614
H 0.94683 -1.23631 -7.51807
H 0.58452 0.18694 -8.46122
H 1.89254 0.04944 -5.91196
H 1.21927 2.32735 -5.22282
H 1.21926 2.79053 -8.01471
H 0.31769 3.79820 -6.83167
H -1.35230 3.27800 -8.34284
H -0.65824 1.70483 -8.78693
H 0.38696 2.21283 0.54610
H 1.99409 2.09070 -0.20326
H 1.14848 0.68098 0.43352
P 1.48037 -0.48909 -2.43631
P -1.31022 -1.34581 -2.03483
N 2.75260 0.66237 -3.10428
N 2.63913 -1.60506 -1.72152
N -2.34804 0.28212 -2.70152
N -2.76847 -2.14835 -1.79972
C 0.83446 -1.47541 -3.83359
C -0.60730 -1.97348 -3.60802
C 2.72734 2.03954 -2.82178
C 3.86748 2.61714 -3.36398
C 4.55024 1.60223 -4.07794
C 3.83781 0.42281 -3.92727
C 3.59715 -1.27428 -0.74597
C 4.31394 -2.41814 -0.41821
C 3.78731 -3.48919 -1.21097
C 2.77587 -2.96743 -1.99680
C -2.55358 1.57802 -2.06872
C -2.98990 2.47040 -3.07766
C -3.23383 1.71433 -4.21554
C -2.83998 0.40066 -3.97388
C -3.89647 -2.26243 -2.62593
C -4.90580 -2.86651 -1.90076
C -4.38266 -3.16298 -0.59526
C -3.08817 -2.70127 -0.54559
H 1.54678 -2.26297 -4.10602
H 0.83419 -0.77488 -4.66852
H -1.25888 -1.63674 -4.42234
H -0.64431 -3.07531 -3.57715
H 1.97753 2.48745 -2.16223
H 4.16228 3.65388 -3.22784
H 5.46073 1.74286 -4.64117
H 4.00781 -0.56226 -4.32594
H 3.66284 -0.26288 -0.37142
H 5.11223 -2.49720 0.31141
H 4.11810 -4.51477 -1.21571
H 2.12576 -3.44065 -2.70720
H -2.88222 1.60130 -1.03988
H -3.12434 3.54108 -2.94277
H -3.64230 2.07774 -5.15082
H -2.90122 -0.47579 -4.60306
H -3.87435 -1.90403 -3.64231
H -5.90720 -3.08514 -2.25736
H -4.90624 -3.67238 0.20142
H -2.33320 -2.70190 0.22686
F -1.07148 0.59616 -0.42147
*
```

Properties
**M**: 587.8 g mol⁻¹
**HOMO-LUMO gap**: 5.35 eV
**E_LUMO**: -0.314 Ha
**Total energy**: -2097.68945 hartree
**HOMO energy**: -13.9004 eV
**Largest force on an atom**: 5.1 eV/Å